{"formula": "C15H32N2O5P2V", "method": "the ωB97M-V functional and the def2-TZVPD basis", "homo_lumo_gap_ev": [7.34, 7.27], "total_charge": 1, "mol_weight_g_mol": 433.32, "multiplicity": 3, "homo_ha": [-0.3958, -0.3985], "e_above_lowest_ev": 0.828, "total_energy_ev": -73546.3619, "largest_force_ev_per_a": 3.69, "elements": ["O", "H", "V", "N", "N", "O", "O", "C", "C", "C", "C", "H", "H", "H", "H", "H", "H", "H", "H", "O", "H", "H", "C", "H", "H", "H", "O", "H", "H", "C", "P", "C", "C", "C", "C", "C", "C", "C", "P", "C", "C", "H", "H", "H", "H", "H", "H", "H", "H", "H", "H", "H", "H", "H", "H", "H", "H"], "positions_angstrom": [[2.16, 2.95, -1.58], [1.63, 3.49, -2.27], [0.31, 0.34, 0.11], [-1.27, -0.59, -0.82], [1.08, -0.11, -1.84], [-2.72, -0.63, -0.62], [2.28, 0.14, -2.40], [-1.04, -1.15, -2.01], [0.29, -0.95, -2.52], [-2.23, -1.72, -2.72], [0.70, -1.46, -3.86], [-3.02, -0.99, -2.98], [-2.76, -2.53, -2.19], [-1.95, -2.19, -3.68], [1.77, -1.58, -3.86], [0.50, -0.67, -4.59], [0.28, -2.39, -4.27], [-2.89, 0.06, 0.06], [2.24, 2.12, -1.99], [1.07, -2.58, 0.37], [1.17, -3.19, -0.45], [1.29, -3.15, 1.14], [0.05, 2.14, 0.14], [1.02, 1.63, 0.65], [-0.33, 1.94, -1.07], [-0.27, 3.12, 0.39], [-0.82, 5.21, -0.02], [-1.75, 5.11, -0.33], [-0.93, 5.64, 0.84], [3.13, 1.78, 1.77], [2.41, 0.18, 1.31], [3.68, -0.73, 0.45], [2.15, -0.68, 2.91], [3.21, -1.18, 3.69], [2.95, -1.85, 4.89], [1.64, -2.04, 5.33], [0.58, -1.55, 4.56], [0.83, -0.88, 3.36], [-0.52, -0.24, 2.23], [-1.72, -1.61, 2.26], [-1.32, 1.06, 3.21], [4.21, 1.63, 1.97], [2.60, 2.17, 2.66], [3.02, 2.55, 0.96], [4.63, -0.66, 1.01], [3.38, -1.79, 0.34], [3.82, -0.34, -0.59], [4.24, -1.02, 3.36], [3.80, -2.23, 5.49], [1.45, -2.57, 6.27], [-0.44, -1.71, 4.92], [-2.28, -1.64, 3.20], [-2.41, -1.52, 1.41], [-1.18, -2.56, 2.13], [-2.13, 0.67, 3.86], [-0.56, 1.56, 3.83], [-1.75, 1.83, 2.53]]}

=====

{"formula": "C15H33AlBNO12P", "method": "the ωB97M-V functional and the def2-TZVPD basis", "homo_lumo_gap_ev": 6.86, "total_charge": -1, "mol_weight_g_mol": 488.19, "homo_ha": -0.1757, "e_above_lowest_ev": 0.000, "total_energy_ev": -58714.7513, "largest_force_ev_per_a": 3.44, "elements": ["C", "C", "O", "B", "O", "Al", "C", "C", "N", "C", "C", "C", "C", "O", "C", "O", "C", "O", "C", "C", "O", "P", "O", "O", "O", "H", "H", "H", "H", "H", "H", "H", "H", "H", "H", "H", "H", "H", "H", "H", "H", "H", "H", "H", "H", "H", "H", "H", "H", "H", "H", "H", "H", "H", "C", "C", "O", "C", "O", "O", "H", "H", "H", "H"], "positions_angstrom": [[4.51, 2.94, 0.82], [4.11, 2.15, -0.53], [3.41, 0.92, -0.18], [2.39, 0.80, -1.20], [2.69, 0.57, -2.61], [0.36, 0.97, -0.70], [-0.67, 1.24, -2.45], [-2.27, 1.23, -2.30], [-2.78, 2.57, -2.72], [-3.02, 3.51, -1.60], [-4.08, 3.04, -0.50], [-3.85, 2.51, -3.69], [-5.30, 3.14, -3.55], [-3.59, 1.94, -4.79], [-0.20, -0.66, 0.40], [0.96, -1.01, 1.25], [0.56, -1.80, 2.38], [1.18, -3.10, 2.43], [2.07, -3.22, 3.55], [1.35, -3.23, 4.98], [-0.06, -3.51, 4.92], [0.16, 2.83, 0.76], [0.50, 4.13, 0.02], [1.32, 2.55, 2.01], [-1.37, 2.86, 1.56], [4.82, 2.21, 1.63], [5.36, 3.68, 0.61], [3.63, 3.56, 1.16], [3.50, 2.85, -1.18], [5.09, 1.86, -1.05], [2.26, 1.33, -3.06], [-0.38, 2.27, -2.85], [-0.38, 0.51, -3.28], [-2.52, 0.92, -1.24], [-2.70, 0.42, -2.98], [-3.41, 4.48, -2.05], [-1.99, 3.77, -1.16], [-3.61, 2.26, 0.19], [-5.03, 2.58, -0.92], [-4.37, 3.96, 0.11], [-5.72, 3.46, -4.57], [-5.32, 4.07, -2.90], [-6.01, 2.37, -3.09], [-0.46, -1.59, -0.20], [-1.11, -0.34, 1.03], [-0.57, -1.98, 2.32], [0.73, -1.17, 3.31], [2.57, -4.25, 3.43], [2.92, -2.47, 3.57], [1.83, -4.07, 5.60], [1.61, -2.25, 5.49], [-0.35, -4.03, 5.70], [0.87, 1.97, 2.66], [-1.35, 3.67, 2.12], [0.69, -4.73, -0.08], [2.02, -5.40, -0.19], [1.79, -6.41, -1.17], [0.73, -6.00, -1.92], [0.37, -6.54, -2.93], [0.12, -4.92, -1.37], [0.77, -3.67, 0.16], [0.04, -5.21, 0.66], [2.80, -4.73, -0.56], [2.35, -5.84, 0.75]]}

=====

{"formula": "C15H33As3BF4IrS2", "method": "the ωB97M-V functional and the def2-TZVPD basis", "homo_lumo_gap_ev": [6.65, 6.64], "total_charge": 0, "mol_weight_g_mol": 781.35, "homo_ha": [-0.2810, -0.2809], "e_above_lowest_ev": 0.689, "total_energy_ev": -234669.5096, "largest_force_ev_per_a": 2.07, "elements": ["Ir", "C", "C", "S", "C", "C", "S", "H", "H", "H", "H", "H", "H", "C", "As", "C", "C", "C", "C", "C", "As", "C", "C", "C", "As", "C", "C", "H", "H", "H", "H", "H", "H", "H", "H", "H", "H", "H", "H", "H", "H", "H", "H", "H", "H", "H", "H", "H", "H", "H", "H", "H", "H", "H", "F", "B", "F", "F", "F"], "positions_angstrom": [[0.70, 0.99, -1.67], [5.01, 2.79, -2.09], [3.52, 2.56, -2.01], [2.99, 0.93, -2.09], [2.62, 3.57, -1.90], [2.99, 5.03, -1.85], [0.93, 3.25, -1.85], [5.54, 1.83, -2.11], [5.37, 3.36, -1.23], [5.28, 3.34, -2.99], [4.07, 5.17, -1.89], [2.61, 5.49, -0.94], [2.55, 5.56, -2.69], [-3.13, 1.43, -1.98], [-1.62, 0.20, -1.96], [-1.91, -0.71, -3.64], [-2.20, -1.18, -0.71], [-1.89, -1.02, 0.78], [-2.39, 0.34, 1.28], [-0.39, -1.21, 1.08], [0.88, 0.18, 0.59], [0.77, 1.45, 2.05], [2.54, -0.70, 1.04], [-2.67, -2.16, 1.47], [-2.58, -2.72, 3.38], [-2.01, -1.13, 4.38], [-0.86, -3.68, 3.41], [-4.05, 0.87, -2.09], [-3.01, 2.11, -2.82], [-3.16, 2.01, -1.06], [-2.90, -1.17, -3.63], [-1.15, -1.48, -3.77], [-1.85, 0.01, -4.45], [-1.77, -2.11, -1.09], [-3.29, -1.24, -0.84], [-1.88, 1.15, 0.75], [-2.21, 0.47, 2.34], [-3.46, 0.44, 1.10], [-0.02, -2.13, 0.62], [-0.27, -1.31, 2.16], [0.88, 0.91, 2.99], [-0.16, 2.00, 2.04], [1.60, 2.16, 1.95], [2.46, -1.10, 2.05], [3.36, 0.01, 0.98], [2.71, -1.52, 0.33], [-2.44, -3.10, 0.95], [-3.74, -1.98, 1.30], [-2.80, -0.38, 4.37], [-1.08, -0.69, 4.02], [-1.86, -1.45, 5.41], [-0.84, -4.41, 2.61], [-0.80, -4.21, 4.36], [0.01, -3.03, 3.32], [-0.03, -3.48, -1.32], [1.03, -2.82, -1.96], [1.14, -3.17, -3.28], [2.20, -2.96, -1.24], [0.68, -1.37, -1.92]]}

=====

{"formula": "C15H33AsNO2PReS2Si2", "method": "the ωB97M-V functional and the def2-TZVPD basis", "homo_lumo_gap_ev": [6.03, 6.03], "total_charge": 1, "mol_weight_g_mol": 671.84, "homo_ha": [-0.3720, -0.3719], "e_above_lowest_ev": 0.000, "total_energy_ev": -131357.5241, "largest_force_ev_per_a": 0.98, "elements": ["Re", "C", "C", "O", "P", "S", "S", "O", "C", "C", "H", "H", "H", "H", "H", "H", "H", "H", "H", "H", "C", "C", "C", "N", "C", "C", "H", "H", "H", "H", "H", "C", "Si", "C", "C", "As", "Si", "C", "C", "C", "H", "H", "H", "H", "H", "H", "H", "H", "H", "H", "H", "H", "H", "H", "H", "H", "H", "H"], "positions_angstrom": [[0.84, 0.05, -0.25], [4.69, 0.95, 3.71], [3.32, 1.42, 3.30], [2.43, 0.29, 3.01], [2.38, -0.33, 1.55], [1.97, -0.45, -1.94], [0.72, -1.49, 1.48], [3.71, -1.16, 1.33], [4.05, -2.30, 2.18], [4.45, -3.45, 1.29], [5.28, 1.81, 4.05], [5.22, 0.48, 2.88], [4.62, 0.24, 4.54], [3.36, 2.07, 2.43], [2.82, 1.95, 4.11], [3.19, -2.54, 2.81], [4.87, -1.97, 2.82], [3.63, -3.71, 0.62], [4.69, -4.32, 1.91], [5.32, -3.20, 0.69], [0.05, 4.78, 0.68], [-0.81, 3.83, 1.19], [-0.63, 2.50, 0.84], [0.39, 2.10, 0.06], [1.24, 3.03, -0.42], [1.09, 4.37, -0.15], [-0.08, 5.83, 0.92], [-1.63, 4.10, 1.84], [-1.29, 1.72, 1.20], [2.06, 2.67, -1.02], [1.79, 5.08, -0.57], [-2.22, 2.72, -2.17], [-2.97, 1.04, -1.84], [-3.43, 0.25, -3.46], [-4.45, 1.16, -0.72], [-1.42, -0.41, -0.79], [-2.01, -2.65, -1.26], [-1.56, -2.93, -3.05], [-1.04, -3.83, -0.20], [-3.85, -2.84, -0.97], [-2.87, 3.26, -2.86], [-1.24, 2.64, -2.64], [-2.13, 3.32, -1.26], [-4.12, 0.91, -3.99], [-3.94, -0.71, -3.33], [-2.56, 0.09, -4.09], [-5.24, 1.76, -1.19], [-4.21, 1.63, 0.24], [-4.87, 0.17, -0.51], [-0.54, -2.59, -3.25], [-2.23, -2.41, -3.73], [-1.61, -4.00, -3.29], [0.03, -3.68, -0.31], [-1.27, -4.84, -0.54], [-1.30, -3.76, 0.86], [-4.43, -2.20, -1.64], [-4.11, -2.59, 0.06], [-4.14, -3.87, -1.16]]}